Molecular formula: C7H11N2O2S
Method: DFT, wB97M-V/def2-TZVPD

XYZ file:
```
23
Properties=species:S:1:pos:R:3:forces:R:3:mulliken_charge:R:1
C -0.29966 -0.51109 -1.29749 -0.040 -0.488 -0.351 -0.4981
C 0.97980 -0.88170 -1.10445 -0.183 0.054 0.195 -0.6244
C -0.99047 0.45922 -0.53624 1.909 1.225 0.434 0.3822
C 0.47663 1.54679 0.85101 -1.452 -0.739 0.036 -0.3685
C -2.17052 -1.75984 0.93601 -0.415 0.007 -0.018 0.1084
C 1.69741 -0.49803 0.14558 0.612 -0.437 0.021 -0.1111
C -2.91323 -0.77469 0.05572 0.100 -0.370 -0.049 -0.5251
N 0.39070 2.84834 0.73285 0.456 0.407 -0.088 -0.2013
N 1.72670 1.00764 0.27173 0.131 0.619 -0.204 -0.1257
O -1.04179 -1.60408 1.29492 0.147 -0.014 0.084 -0.3825
O -2.15983 0.44089 -0.06939 -0.971 -0.034 0.180 -0.3046
S 3.39471 -1.13236 0.28554 -0.377 -0.006 0.225 -0.1243
H -0.79810 -0.83128 -2.20875 -0.063 -0.020 -0.152 0.4528
H 1.48059 -1.54031 -1.79364 -0.029 -0.105 -0.075 0.4243
H -2.77375 -2.63821 1.20632 0.036 -0.178 0.104 0.3805
H 1.16284 -0.85321 1.03487 0.070 0.241 -0.032 0.2951
H -3.87554 -0.50949 0.49738 0.095 -0.026 -0.077 0.3550
H -3.07702 -1.24241 -0.92371 -0.024 0.135 0.077 0.3279
H -0.42896 3.29302 1.12122 0.143 -0.009 0.045 0.2846
H 1.00927 3.45339 0.19523 -0.137 -0.086 -0.018 0.1956
H 1.97765 1.42857 -0.64059 0.080 -0.148 0.037 0.4283
H 2.48499 1.23726 0.93163 -0.109 -0.104 -0.139 0.4607
H 3.74756 -0.93844 -0.98575 0.022 0.078 -0.235 0.1703
```
Forces are in eV/Å.

* ΔE to the lowest compared entry with this formula, charge and spin: 106.5 kcal/mol
* highest occupied orbital energy: -11.15 eV
* HOMO-LUMO gap: 0.266 Eh
* total charge: +1